Molecular formula: C3H7NO2
Method: DFT, the ωB97M-V functional and the def2-TZVPD basis

```
! RIJCOSX wB97M-V def2-TZVPD def2/J DEFGRID3
* xyz 0 1
C 1.86619 -0.11859 1.79543
C 0.30103 -0.47846 1.34225
C -0.67544 0.02638 -0.90137
H 2.41480 -0.16787 0.59494
H 1.88844 0.71906 2.22194
H 2.19444 -1.15179 2.26915
H -0.55751 0.03109 2.02612
H 0.23043 -1.56749 1.15853
H -1.19073 1.33188 -2.61574
H 0.08037 1.99254 -1.26791
N -0.89828 1.35810 -1.45938
O 0.48380 0.06647 -0.13890
O -1.44917 -0.97523 -0.80976
*
```

Summary:
**Gap between HOMO and LUMO**: 0.4028 hartree
**Max |F|**: 13.1 eV/Å
**E_HOMO**: -10.26 eV
**Lowest unoccupied orbital energy**: 0.70 eV
**ΔE to the lowest compared entry with this formula, charge and spin**: 102.9 kcal per mole


Molecular formula: C29H54ClGdOP
Method: DFT, the ωB97M-V functional and the def2-TZVPD basis

```
! RIJCOSX wB97M-V def2-TZVPD def2/J DEFGRID3
* xyz -1 8
Gd 2.39793 1.00893 0.94379
P -0.29563 0.36030 -2.35352
Cl 1.52528 3.19082 0.13476
C -1.07506 -0.70162 -0.96197
H -0.48335 -0.41077 -0.04283
H -2.03205 -0.20958 -0.72460
C 1.53523 0.59930 -2.33488
C -0.95274 2.12286 -2.45882
C 2.15702 0.91809 -3.71738
H 1.61566 1.52828 -1.73082
C 3.62239 1.34803 -3.58731
H 2.11106 0.03164 -4.36761
H 1.60616 1.71094 -4.25149
C 4.47500 0.36558 -2.77521
H 4.05185 1.45573 -4.59049
H 3.67174 2.34961 -3.14199
C 3.80053 -0.03443 -1.44245
H 4.65828 -0.52965 -3.37972
H 5.46170 0.81790 -2.57486
C 2.35039 -0.50598 -1.65632
H 4.38300 -0.83080 -0.97726
H 3.89855 0.88609 -0.79153
H 2.36634 -1.37608 -2.32803
H 1.87319 -0.90501 -0.72636
C -0.74190 -0.57078 -3.88519
C -2.48367 2.17486 -2.66452
H -0.69732 2.45217 -1.43278
C -3.06737 3.60348 -2.63683
H -2.73040 1.72019 -3.64216
H -2.98460 1.56722 -1.89710
C -2.35846 4.58497 -3.56356
H -4.12596 3.55252 -2.89727
H -3.01488 3.98551 -1.61190
C -0.83531 4.53594 -3.39520
H -2.61219 4.36027 -4.60688
H -2.71586 5.60244 -3.37188
C -0.24386 3.11010 -3.40720
H -0.36374 5.13665 -4.18739
H -0.56541 5.02244 -2.44906
H -0.29071 2.75154 -4.44561
H 0.81974 3.21342 -3.15326
C 0.08368 -1.86390 -3.91902
H -1.79977 -0.82068 -3.68095
C -0.59679 -2.85778 -4.85230
H 1.10126 -1.64952 -4.27870
H 0.18122 -2.29787 -2.91464
C -0.77008 -2.28267 -6.26158
H -0.01318 -3.78033 -4.87545
H -1.57606 -3.11169 -4.42757
C -1.37741 -0.87592 -6.28260
H 0.20988 -2.25831 -6.75012
H -1.39175 -2.96219 -6.85281
C -0.71602 0.08801 -5.27989
H -1.32763 -0.46584 -7.29209
H -2.44522 -0.94543 -6.03345
H 0.31464 0.29241 -5.60842
H -1.24637 1.05166 -5.29383
C -0.06422 -3.12116 -0.51877
C -1.26991 -2.19360 -0.81092
H 0.44428 -3.57052 -1.36210
C -2.33779 -2.45071 0.28006
H -1.69501 -2.65214 -1.72241
C -1.78304 -2.49125 1.69855
H -3.16226 -1.73416 0.25082
H -2.73492 -3.44211 0.00148
C -0.84128 -3.67815 1.89305
H -1.20763 -1.56978 1.92720
H -2.61108 -2.55703 2.41447
C 0.29319 -3.61138 0.81830
H -0.40168 -3.66591 2.89612
H -1.39902 -4.62038 1.80073
H 1.07116 -2.94432 1.25258
H 0.73913 -4.61765 0.72311
C -1.02704 0.53725 3.76778
C 0.48627 0.36141 3.67329
C 1.17320 1.47340 4.45326
C 0.88393 -1.02712 4.15817
O 0.92892 0.44787 2.30075
H -1.32793 0.49303 4.82770
H -1.59427 -0.24479 3.24429
H -1.33997 1.51460 3.37740
H 0.89180 1.42452 5.51292
H 2.26126 1.37974 4.38255
H 0.87459 2.44628 4.05451
H 0.39249 -1.81549 3.56452
H 1.97132 -1.16284 4.06573
H 0.60979 -1.16493 5.21331
*
```

Summary:
**Gap between HOMO and LUMO (spin up / spin down)**: 0.1349 / 0.0899 hartree
**Max |F|**: 3.5 eV/Å
**E_HOMO (spin up / spin down)**: -1.54 / -0.31 eV
**Lowest unoccupied orbital energy (spin up / spin down)**: 2.13 / 2.14 eV


Molecular formula: C3H5NO2
Method: DFT, the ωB97M-V functional and the def2-TZVPD basis

```
! RIJCOSX wB97M-V def2-TZVPD def2/J DEFGRID3
* xyz 0 1
C -1.57503 0.18468 -0.13886
C -0.95222 1.12559 0.55206
O -0.39651 1.96935 1.11867
N 1.42827 -0.63900 0.94225
C 1.70707 -0.33461 -0.25624
O 0.99594 -0.56902 -1.37772
H 0.05252 -0.62752 -1.11830
H -2.08112 0.49265 -1.04345
H -1.80442 -0.76409 0.32701
H 0.56337 -1.18232 0.98754
H 2.62726 0.20312 -0.47885
*
```

Summary:
**Gap between HOMO and LUMO**: 0.3902 hartree
**Max |F|**: 1.0 eV/Å
**E_HOMO**: -9.92 eV
**Lowest unoccupied orbital energy**: 0.70 eV
**ΔE to the lowest compared entry with this formula, charge and spin**: 49.3 kcal per mole


Molecular formula: C4H7Cl2NS
Method: DFT, the ωB97M-V functional and the def2-TZVPD basis

```
! RIJCOSX wB97M-V def2-TZVPD def2/J DEFGRID3
* xyz 0 1
C 0.67265 0.13544 -0.05622
C -0.63177 0.17742 -0.38970
C 1.66708 -0.10339 -1.17742
C -1.72277 0.54315 0.55141
N 1.28732 0.24946 1.14971
S -2.47904 -1.03136 1.25678
Cl -3.01025 1.57917 -0.30503
Cl -2.11166 -2.20937 -0.27469
H 2.24108 -0.19728 1.37995
H -0.92264 0.02684 -1.36593
H 2.27017 0.86303 -1.21871
H 2.42476 -0.78979 -0.85378
H 1.32686 -0.51240 -2.12444
H -1.57162 1.14581 1.54524
H 0.55981 0.12328 1.88285
*
```

Summary:
**Gap between HOMO and LUMO**: 0.3251 hartree
**Max |F|**: 3.7 eV/Å
**E_HOMO**: -8.47 eV
**Lowest unoccupied orbital energy**: 0.38 eV
**ΔE to the lowest compared entry with this formula, charge and spin**: 0.0 kcal per mole